Below is the molecule C27H44O3, with properties calculated with ωB97M-V/def2-TZVPD.

Cartesian coordinates (Å):
C 3.10 0.84 -3.87
C 3.87 -0.22 -3.69
C 4.36 -0.65 -2.37
C 3.55 -0.92 -1.33
C 2.12 -0.87 -1.35
C 1.32 -1.01 -0.29
C 1.83 -1.22 1.12
C 0.71 -1.60 2.08
C -0.42 -0.56 2.11
C -0.76 0.00 0.71
C -0.14 1.39 0.55
C -2.26 -0.06 0.32
C -3.29 0.94 0.90
C -3.09 2.41 0.56
C -3.45 0.76 2.41
C -4.67 1.47 2.98
C -4.86 1.12 4.46
C -6.04 1.81 5.17
C -5.87 3.33 5.21
C -7.38 1.45 4.52
O -6.00 1.28 6.49
C -2.26 -0.09 -1.22
C -0.84 -0.50 -1.66
C -0.17 -0.95 -0.36
C 5.85 -0.83 -2.29
C 6.32 -1.81 -3.38
O 5.86 -3.11 -3.12
C 5.88 -1.29 -4.75
C 4.36 -1.08 -4.84
O 3.98 -0.60 -6.10
H 2.74 1.13 -4.84
H 2.79 1.45 -3.04
H 4.02 -1.22 -0.40
H 1.67 -0.72 -2.33
H 2.32 -0.31 1.47
H 2.58 -2.01 1.13
H 1.11 -1.70 3.09
H 0.31 -2.57 1.79
H -0.13 0.26 2.76
H -1.30 -1.03 2.55
H -0.42 2.03 1.38
H 0.94 1.32 0.53
H -0.47 1.86 -0.37
H -2.60 -1.04 0.66
H -4.24 0.63 0.43
H -2.74 2.55 -0.46
H -4.04 2.94 0.65
H -2.38 2.88 1.23
H -3.55 -0.31 2.63
H -2.56 1.12 2.92
H -5.56 1.18 2.41
H -4.55 2.55 2.88
H -5.00 0.05 4.56
H -3.96 1.38 5.01
H -6.67 3.77 5.81
H -5.92 3.75 4.21
H -4.92 3.59 5.67
H -7.45 1.86 3.52
H -7.49 0.37 4.47
H -8.20 1.85 5.11
H -6.72 1.67 7.00
H -3.00 -0.80 -1.58
H -2.52 0.88 -1.64
H -0.31 0.35 -2.09
H -0.86 -1.29 -2.41
H -0.55 -1.96 -0.14
H 6.14 -1.21 -1.31
H 6.35 0.13 -2.44
H 7.41 -1.89 -3.36
H 4.91 -3.07 -2.96
H 6.37 -0.33 -4.94
H 6.19 -1.99 -5.52
H 3.86 -2.06 -4.77
H 4.40 0.26 -6.23

Results
* HOMO energy: -8.011 eV
* total charge: 0
* molecular weight: 416.6 g mol⁻¹
* relative energy (zero: lowest compared OMol25 entry of this formula, charge and spin): 6.6 kcal/mol
* E_tot: -1280.91108 Eh
* structure (SMILES): C=C1/C(=C\C=C2/CCC[C@]3(C)[C@@H]([C@H](C)CCCC(C)(C)O)CC[C@@H]23)C[C@@H](O)C[C@@H]1O

Table of Löwdin atomic charges, one value per atom, all in e: C 0.093; C -0.218; C -0.205; C -0.022; C -0.045; C -0.191; C -0.145; C -0.178; C -0.127; C -0.391; C -0.003; C -0.231; C -0.318; C -0.063; C -0.181; C -0.194; C -0.145; C -0.629; C -0.029; C -0.029; O -0.029; C -0.126; C -0.132; C -0.234; C -0.088; C -0.378; O -0.015; C -0.078; C -0.343; O -0.021; H 0.067; H 0.077; H 0.111; H 0.100; H 0.126; H 0.116; H 0.112; H 0.113; H 0.114; H 0.107; H 0.078; H 0.087; H 0.087; H 0.144; H 0.142; H 0.066; H 0.077; H 0.073; H 0.116; H 0.118; H 0.117; H 0.104; H 0.125; H 0.126; H 0.083; H 0.077; H 0.088; H 0.078; H 0.089; H 0.083; H 0.093; H 0.114; H 0.099; H 0.108; H 0.118; H 0.162; H 0.122; H 0.129; H 0.147; H 0.087; H 0.129; H 0.127; H 0.163; H 0.096

Below is a structure of composition C6H9N, with properties calculated with ωB97M-V/def2-TZVPD.

Cartesian coordinates (Å):
C 1.50 1.12 0.36
C 1.09 -0.33 0.29
C -0.35 -0.42 0.84
C -1.12 -1.27 -0.19
C -0.53 -0.10 -1.23
C -0.90 0.74 0.01
N 0.83 -0.33 -1.18
H 2.38 1.39 -0.22
H 1.44 1.64 1.33
H 1.78 -1.10 0.63
H -0.52 -0.50 1.92
H -0.75 -2.25 -0.48
H -2.20 -1.29 -0.02
H -0.98 0.07 -2.21
H 0.26 1.56 -0.02
H -1.93 1.07 0.18

Results
* HOMO energy (spin up / spin down): -8.380 / -7.371 eV
* total charge: 0
* molecular weight: 95.1 g mol⁻¹
* relative energy (zero: lowest compared OMol25 entry of this formula, charge and spin): 143.2 kcal/mol
* E_tot: -288.55387 Eh

Table of Löwdin atomic charges, one value per atom, all in e: C -0.049; C -0.363; C -0.243; C -0.056; C -0.299; C -0.086; N 0.084; H 0.073; H 0.081; H 0.137; H 0.139; H 0.106; H 0.104; H 0.131; H 0.121; H 0.121

Below is a cluster of 7 separate species, C16H20B2NO32S4 in total, with properties calculated with ωB97M-V/def2-TZVPD.

Cartesian coordinates (Å):
N -0.50 0.39 0.31
H 0.26 -0.21 0.64
H -1.10 0.75 1.05
H -1.09 -0.19 -0.33
H -0.06 1.07 -0.33
O -5.92 -4.06 -5.79
C -4.92 -3.53 -5.39
O -4.47 -3.57 -4.17
B -3.25 -2.68 -4.06
O -3.08 -2.11 -5.42
C -4.07 -2.57 -6.19
O -4.21 -2.21 -7.33
O -3.52 -1.71 -2.94
C -2.45 -1.50 -2.26
O -2.33 -0.68 -1.37
C -1.37 -2.53 -2.83
O -2.07 -3.34 -3.59
O -0.20 -2.50 -2.58
O 2.87 0.89 -2.40
C 3.30 -0.17 -2.08
O 4.22 -0.88 -2.76
B 4.65 -1.97 -1.97
O 3.72 -2.02 -0.78
C 2.89 -1.01 -0.84
O 1.99 -0.79 -0.09
O 6.04 -1.87 -1.49
C 6.59 -3.06 -1.61
O 7.58 -3.49 -1.09
C 5.77 -3.85 -2.63
O 4.59 -3.26 -2.74
O 6.13 -4.90 -3.07
C 3.67 3.30 0.44
C 4.29 2.31 1.45
O 3.17 1.89 2.21
S 2.07 2.99 2.34
O 2.45 3.74 3.53
O 0.78 2.41 2.29
O 2.46 3.81 0.97
H 3.54 2.66 -0.44
H 4.29 4.14 0.14
H 5.08 2.81 2.01
H 4.73 1.47 0.93
C -0.38 1.87 -5.20
C -1.63 2.64 -4.80
O -1.35 3.23 -3.52
S 0.11 2.81 -2.94
O -0.02 2.19 -1.65
O 1.01 3.94 -3.11
O 0.37 1.61 -4.03
H 0.30 2.55 -5.73
H -0.65 1.02 -5.82
H -2.41 1.90 -4.59
H -2.05 3.27 -5.58
C -1.83 -3.19 5.12
C -2.76 -1.99 5.00
O -2.16 -1.31 3.90
S -0.66 -1.76 3.47
O 0.30 -0.71 3.38
O -0.83 -2.56 2.29
O -0.56 -2.70 4.80
H -2.17 -3.96 4.42
H -1.80 -3.61 6.12
H -2.67 -1.34 5.87
H -3.78 -2.25 4.75
C -3.05 1.81 6.17
C -1.64 2.43 6.08
O -1.31 2.29 4.71
S -2.61 2.38 3.73
O -2.31 1.56 2.58
O -3.26 3.65 3.72
O -3.37 1.45 4.84
H -3.84 2.46 6.55
H -3.05 0.89 6.76
H -0.82 1.96 6.61
H -1.68 3.49 6.36

Results
* HOMO energy: -7.148 eV
* total charge: -1
* molecular weight: 888.2 g mol⁻¹
* relative energy (zero: lowest compared OMol25 entry of this formula, charge and spin): 31.4 kcal/mol
* E_tot: -4727.04860 Eh

Table of Löwdin atomic charges, one value per atom, all in e: N 0.289; H 0.082; H 0.084; H 0.084; H 0.071; O 0.139; C -0.421; O 0.233; B -0.826; O 0.217; C -0.386; O 0.154; O 0.240; C -0.358; O 0.096; C -0.376; O 0.254; O 0.176; O 0.151; C -0.339; O 0.265; B -0.889; O 0.245; C -0.375; O 0.131; O 0.227; C -0.407; O 0.147; C -0.413; O 0.228; O 0.145; C -0.168; C -0.142; O -0.180; S 0.640; O -0.248; O -0.222; O -0.172; H 0.116; H 0.134; H 0.128; H 0.132; C -0.182; C -0.150; O -0.189; S 0.704; O -0.239; O -0.232; O -0.181; H 0.132; H 0.143; H 0.129; H 0.133; C -0.200; C -0.146; O -0.225; S 0.666; O -0.201; O -0.220; O -0.182; H 0.135; H 0.136; H 0.117; H 0.140; C -0.167; C -0.151; O -0.209; S 0.699; O -0.222; O -0.203; O -0.225; H 0.127; H 0.115; H 0.136; H 0.127

> Look up the total charge of the first one.

0

> What is the formula in the second record?

C6H9N